# 1
24
Properties=species:S:1:pos:R:3:forces:R:3 method="wB97M-V/def2-TZVPD" gap_ev=3.74 de_lowest_kcal_mol=166.3 total_energy_ev=-11475.758 lumo_energy_ev=-4.50 total_charge=0
N 1.553 -0.002 -0.415 -2.083 -0.524 0.471
C -1.255 0.448 -1.666 0.845 -0.437 0.040
C -0.709 0.782 -0.290 0.518 1.949 -2.457
C 0.390 -0.248 0.285 2.426 -1.879 1.203
C 0.630 -0.081 1.776 -0.390 0.922 0.687
N 4.349 0.015 -0.245 0.551 -0.561 0.059
H 4.967 0.593 0.290 -0.147 0.075 0.053
H 1.334 -0.831 2.138 0.085 0.016 -0.233
H -2.085 1.131 -1.859 -0.150 -0.155 0.190
H -1.600 -0.577 -1.767 -0.245 0.057 0.148
H -0.458 0.629 -2.396 -0.221 -0.064 -0.157
H -0.018 1.610 -0.492 -0.677 0.598 0.429
H -1.481 1.101 0.411 0.139 -0.914 0.790
H 0.047 -1.288 0.154 -0.926 0.206 -0.747
H 0.999 0.912 2.069 -0.058 -0.208 -0.230
H -0.319 -0.254 2.278 -0.144 0.012 -0.025
H 4.673 -0.211 -1.172 -0.356 0.141 0.223
H 3.367 -0.001 -0.019 0.648 0.502 -0.293
H -4.552 0.414 -0.011 -0.290 -0.010 0.309
H 1.561 -0.584 -1.265 -0.173 0.301 -0.198
O -3.607 0.418 -0.149 0.381 0.225 -0.430
H -2.963 -0.643 0.352 -0.047 0.120 0.024
H -2.614 -2.008 1.255 -0.499 -0.570 0.395
O -2.210 -1.327 0.739 0.814 0.199 -0.251

# 2
119
Properties=species:S:1:pos:R:3:forces:R:3 method="wB97M-V/def2-TZVPD" gap_ev=8.58 de_lowest_kcal_mol=8.0 total_energy_ev=-142961.965 lumo_energy_ev=0.60 total_charge=0
Ga -0.881 -0.473 0.229 0.401 0.005 0.965
C 5.755 -2.558 0.793 -0.023 0.076 0.024
C 5.519 -1.371 1.678 -0.125 -0.064 -0.019
C 6.556 -0.790 2.390 -0.085 0.059 0.001
C 6.339 0.296 3.220 0.032 0.038 0.046
C 5.064 0.822 3.337 0.077 0.009 0.049
C 4.014 0.275 2.620 -0.037 0.008 -0.082
C 4.235 -0.819 1.788 0.234 0.212 0.382
N 3.215 -1.360 0.988 0.013 -0.191 -0.439
C 1.857 -1.145 1.123 0.157 -0.398 -0.149
N 1.415 -1.293 2.378 0.532 0.085 0.370
C 0.161 -1.127 2.972 -0.836 0.081 0.213
C -0.983 -0.832 2.236 0.170 0.169 -0.775
C -2.152 -0.600 2.953 0.066 -0.043 -0.164
C -2.214 -0.721 4.329 -0.176 0.033 0.069
C -1.073 -1.063 5.033 -0.042 0.035 -0.148
C 0.125 -1.264 4.369 0.112 -0.065 0.016
C 1.363 -1.621 5.146 -0.156 0.068 -0.054
N 1.107 -0.980 0.067 -0.423 0.499 0.128
C 1.799 -1.020 -1.178 0.366 -0.162 -0.425
C 1.760 -2.211 -1.893 -0.094 0.100 0.117
C 2.482 -2.348 -3.062 0.056 -0.146 -0.033
C 3.238 -1.286 -3.528 0.033 0.009 -0.017
C 3.256 -0.092 -2.831 0.034 -0.106 0.092
C 2.555 0.061 -1.642 -0.058 -0.054 0.155
C 2.605 1.344 -0.866 -0.072 -0.077 -0.007
H 6.763 -2.941 0.928 0.047 -0.024 -0.031
H 5.632 -2.291 -0.258 -0.003 -0.075 -0.139
H 5.045 -3.353 1.022 -0.040 -0.082 -0.051
H 7.553 -1.192 2.285 0.090 -0.097 0.007
H 7.164 0.731 3.763 0.042 0.047 0.053
H 4.890 1.680 3.968 -0.061 0.087 0.078
H 3.032 0.722 2.675 -0.116 0.084 -0.014
H 3.501 -1.555 0.035 -0.144 0.051 0.130
H 2.162 -1.425 3.046 -0.052 -0.081 -0.188
H -3.033 -0.286 2.412 -0.120 0.004 0.016
H -3.146 -0.551 4.853 -0.007 0.048 0.018
H -1.105 -1.147 6.110 0.026 -0.066 0.066
H 1.127 -1.727 6.202 0.035 -0.003 0.033
H 2.123 -0.845 5.050 0.172 0.001 0.046
H 1.776 -2.569 4.799 0.150 -0.069 0.041
H 1.131 -3.010 -1.520 0.082 -0.041 -0.028
H 2.457 -3.282 -3.604 -0.041 -0.052 -0.075
H 3.799 -1.380 -4.446 0.041 -0.013 -0.094
H 3.817 0.744 -3.223 0.077 0.110 0.011
H 2.679 2.198 -1.536 0.050 0.064 -0.053
H 3.469 1.358 -0.195 -0.054 0.073 0.029
H 1.706 1.449 -0.263 0.082 0.091 0.064
C -2.860 5.512 -4.201 -0.074 -0.029 0.035
C -2.424 4.089 -4.029 0.042 -0.035 0.008
C -2.762 3.108 -4.954 0.046 -0.007 0.041
C -2.369 1.792 -4.771 -0.056 -0.208 -0.094
C -1.639 1.455 -3.648 0.198 -0.430 0.076
C -1.271 2.421 -2.735 0.109 0.064 0.184
C -1.671 3.730 -2.917 0.037 -0.079 -0.105
S -0.975 -0.190 -3.378 0.304 -0.014 -0.274
O 0.448 -0.066 -3.449 -0.262 0.244 0.280
O -1.575 -1.117 -4.309 -0.164 0.242 0.205
N -1.421 -0.561 -1.821 1.354 0.164 -0.474
C -2.737 -0.631 -1.591 -1.615 -0.090 -0.231
C -3.765 -0.640 -2.560 -0.113 -0.038 0.025
C -5.065 -0.770 -2.148 0.136 0.083 0.218
C -5.351 -0.854 -0.785 -0.008 0.014 0.033
C -4.302 -0.811 0.099 -0.377 -0.018 0.189
N -3.028 -0.712 -0.280 0.476 0.071 -0.394
H -2.842 5.819 -5.244 0.016 0.027 -0.066
H -2.218 6.172 -3.623 0.014 0.112 -0.016
H -3.879 5.633 -3.836 -0.102 0.085 0.013
H -3.329 3.381 -5.830 -0.084 0.008 -0.153
H -2.598 1.032 -5.501 -0.120 -0.109 -0.113
H -0.670 2.132 -1.889 0.025 0.095 0.190
H -1.395 4.484 -2.195 0.101 0.050 0.079
H -3.509 -0.597 -3.603 -0.144 -0.042 -0.006
H -5.863 -0.806 -2.875 -0.061 0.010 -0.095
H -6.362 -0.943 -0.425 -0.096 -0.012 0.076
H -4.494 -0.858 1.161 0.053 -0.054 0.073
C -1.432 7.666 -0.524 -0.003 -0.047 0.033
C -1.192 6.293 0.033 0.033 -0.074 0.076
C 0.060 5.898 0.471 -0.114 0.017 -0.066
C 0.313 4.599 0.903 -0.056 -0.183 0.027
C 1.678 4.274 1.425 0.154 -0.055 -0.041
C -0.719 3.651 0.866 -0.018 0.232 -0.162
C -2.015 4.066 0.525 -0.003 0.063 0.047
C -3.185 3.136 0.637 -0.092 -0.100 -0.155
C -2.230 5.373 0.115 0.119 -0.035 0.107
C -0.413 2.186 1.028 0.382 -0.056 0.232
O 0.414 1.740 1.811 0.155 0.252 0.322
O -1.027 1.436 0.167 -0.268 -0.171 -0.426
H -0.570 8.309 -0.371 0.040 0.069 0.007
H -2.301 8.128 -0.060 -0.056 0.071 0.018
H -1.625 7.609 -1.596 -0.008 0.044 -0.046
H 0.870 6.615 0.475 0.099 0.045 -0.017
H 2.427 4.936 0.996 0.034 0.085 -0.027
H 1.946 3.241 1.233 0.133 0.015 0.018
H 1.685 4.406 2.508 0.063 -0.049 0.056
H -3.088 2.518 1.529 -0.112 -0.094 -0.004
H -3.231 2.473 -0.226 -0.059 -0.075 -0.010
H -4.115 3.701 0.692 -0.033 0.028 0.047
H -3.228 5.677 -0.169 -0.169 0.019 -0.006
C -1.942 -3.965 -1.553 0.116 0.141 0.167
P -1.166 -3.559 0.077 -0.606 -0.771 -0.049
C -2.655 -3.655 1.173 0.241 0.158 -0.131
C -0.458 -5.246 0.369 0.086 0.396 0.043
C -1.261 -6.346 0.655 -0.020 0.030 0.012
C -0.710 -7.607 0.790 -0.068 -0.109 0.022
C 0.654 -7.792 0.635 0.084 -0.018 -0.006
C 1.465 -6.704 0.365 0.117 -0.116 -0.008
C 0.912 -5.440 0.242 -0.028 0.129 0.003
H -2.502 -4.898 -1.490 -0.034 0.007 -0.015
H -1.159 -4.067 -2.302 0.026 0.007 -0.087
H -2.598 -3.155 -1.862 -0.089 0.005 -0.072
H -3.467 -4.214 0.711 -0.049 -0.083 0.025
H -2.983 -2.639 1.368 -0.072 -0.077 0.079
H -2.376 -4.105 2.124 -0.015 -0.013 0.054
H -2.327 -6.227 0.777 -0.114 0.032 -0.013
H -1.348 -8.450 1.015 -0.039 -0.053 0.007
H 1.080 -8.780 0.727 0.045 -0.071 0.022
H 2.531 -6.841 0.249 0.068 0.006 0.002
H 1.552 -4.590 0.046 0.082 0.063 -0.022

# 3
11
Properties=species:S:1:pos:R:3:forces:R:3 method="wB97M-V/def2-TZVPD" gap_ev=7.88 de_lowest_kcal_mol=79.1 smiles="Cl[Si](Cl)=C(Br)Br.CCl" total_energy_ev=-187652.915 lumo_energy_ev=-0.31 total_charge=0
C -0.156 -0.257 -0.316 -2.308 2.434 3.587
C -4.226 0.374 0.435 0.762 0.309 -0.681
Si -3.748 -1.327 0.393 -0.245 1.146 0.886
Cl -1.021 -1.797 -0.440 -0.482 -0.378 0.413
Cl -3.608 -2.284 2.214 -0.009 0.319 -0.853
Cl -4.220 -2.559 -1.133 -0.103 0.158 0.208
Br -3.754 1.645 1.868 -0.322 -1.168 -0.934
Br -4.348 1.304 -1.336 0.056 -0.803 1.264
H 0.402 -0.168 0.689 -0.860 -0.429 -1.687
H -0.939 0.655 -0.330 1.843 -2.230 -0.335
H 0.476 -0.336 -1.116 1.667 0.641 -1.868

# 4
19
Properties=species:S:1:pos:R:3:forces:R:3 method="wB97M-V/def2-TZVPD" gap_ev=10.66 de_lowest_kcal_mol=37.9 smiles=CO[C@H]1CC[C@H]1C total_energy_ev=-8462.712 lumo_energy_ev=1.11 total_charge=0
C 2.595 -0.722 0.030 0.222 0.174 -0.053
O 1.205 -0.928 0.027 -0.229 0.738 -0.275
C 0.415 0.191 0.418 -0.190 -0.824 0.148
C -0.081 1.407 -0.436 -0.056 0.328 -0.186
C -1.444 1.189 0.271 -0.262 0.210 -0.133
C -1.063 -0.261 0.589 0.142 0.117 0.028
C -1.506 -1.229 -0.514 0.072 0.017 -0.009
H 2.962 -0.434 1.029 -0.089 -0.007 -0.149
H 2.867 0.059 -0.690 0.143 -0.014 0.054
H 3.086 -1.658 -0.264 -0.232 0.228 0.068
H 0.869 0.700 1.265 -0.039 -0.491 0.779
H 0.332 2.417 -0.248 0.272 -0.743 -0.062
H -0.085 1.238 -1.510 -0.216 -0.118 -0.043
H -2.344 1.337 -0.324 -0.050 0.044 -0.006
H -1.519 1.778 1.194 0.038 0.000 -0.286
H -1.409 -0.653 1.556 0.374 0.153 -0.111
H -2.601 -1.295 -0.532 0.169 0.027 0.047
H -1.175 -0.899 -1.505 -0.044 -0.016 0.172
H -1.104 -2.235 -0.356 -0.027 0.176 0.015

# 5
44
Properties=species:S:1:pos:R:3:forces:R:3 method="wB97M-V/def2-TZVPD" gap_ev=9.28 de_lowest_kcal_mol=48.2 smiles="C=CCc1ccccc1OCCCCN1CCCC1" total_energy_ev=-21571.373 lumo_energy_ev=0.96 total_charge=0
C 1.679 3.639 0.449 0.037 0.180 -0.115
C 2.099 3.069 1.562 -0.099 -0.003 0.144
C 1.427 1.902 2.222 0.076 -0.020 -0.077
C 2.367 0.726 2.251 -0.193 -0.034 -0.113
C 3.084 0.404 3.389 -0.012 -0.066 -0.097
C 3.970 -0.661 3.402 0.130 -0.081 0.080
C 4.141 -1.413 2.257 0.032 0.015 0.115
C 3.434 -1.109 1.105 -0.096 0.011 -0.341
C 2.548 -0.039 1.087 0.069 0.019 0.265
O 1.825 0.366 0.005 0.029 0.156 0.367
C 1.791 -0.419 -1.163 -0.048 -0.464 -0.407
C 0.911 -1.665 -1.016 -0.011 0.331 0.249
H 0.920 -2.209 -1.963 0.074 -0.069 -0.031
C -0.526 -1.328 -0.617 0.089 -0.009 -0.304
H -0.515 -0.639 0.228 -0.067 -0.025 0.072
C -1.331 -0.696 -1.751 0.107 -0.010 0.345
N -2.657 -0.332 -1.311 -0.037 0.120 -0.206
C -3.540 -1.457 -1.016 0.005 -0.237 0.307
C -4.957 -1.009 -1.408 0.025 0.044 0.029
H -5.286 -1.538 -2.304 -0.024 -0.009 0.024
H -5.681 -1.198 -0.618 -0.044 -0.057 -0.028
C -4.799 0.481 -1.709 0.091 0.003 -0.131
H -4.886 1.063 -0.792 -0.015 0.073 0.003
H -5.524 0.847 -2.433 -0.040 0.049 0.012
C -3.366 0.551 -2.219 -0.086 0.164 0.012
H -2.941 1.555 -2.166 -0.005 -0.003 -0.095
H -3.314 0.203 -3.267 -0.007 0.015 0.009
H -3.473 -1.688 0.051 -0.025 -0.167 -0.089
H -3.248 -2.358 -1.578 0.022 0.014 0.028
H -1.360 -1.391 -2.614 -0.019 0.074 0.019
H -0.840 0.224 -2.078 0.039 -0.028 -0.078
H -1.024 -2.244 -0.295 -0.038 -0.003 0.064
H 1.341 -2.311 -0.248 0.049 -0.067 -0.098
H 1.376 0.247 -1.924 0.113 -0.067 0.032
H 2.803 -0.703 -1.479 -0.084 0.101 0.028
H 3.593 -1.712 0.224 -0.034 -0.033 -0.089
H 4.828 -2.246 2.250 0.045 -0.063 -0.005
H 4.519 -0.900 4.300 0.046 -0.025 0.074
H 2.944 0.996 4.282 -0.048 0.074 0.076
H 1.154 2.171 3.245 -0.043 -0.065 -0.023
H 0.526 1.640 1.665 -0.064 0.051 0.085
H 2.997 3.419 2.056 0.125 0.103 -0.001
H 2.197 4.469 0.000 0.139 0.147 -0.035
H 0.794 3.293 -0.060 -0.203 -0.141 -0.077

# 6
77
Properties=species:S:1:pos:R:3:forces:R:3 method="wB97M-V/def2-TZVPD" gap_ev="3.43 / 3.94" de_lowest_kcal_mol=2.6 multiplicity=2 s_squared=0.7691 total_energy_ev=-107384.539 lumo_energy_ev="-1.62 / -1.62" total_charge=0
Ru 3.081 0.234 -0.927 -0.494 0.381 0.854
F -2.633 -4.415 -0.468 -0.033 0.024 -0.018
C -1.451 -3.823 -0.756 -0.036 -0.011 -0.028
C -0.903 -2.900 0.103 -0.089 0.143 0.111
F -1.576 -2.580 1.235 0.051 -0.023 -0.112
C 0.297 -2.273 -0.189 -0.040 0.081 0.038
F 0.721 -1.399 0.736 -0.326 -0.096 -0.278
C 1.016 -2.505 -1.368 -0.027 -0.010 -0.072
S 2.478 -1.765 -1.957 -0.010 -0.382 0.019
C 0.422 -3.476 -2.203 -0.017 0.038 0.028
F 1.015 -3.800 -3.357 0.011 -0.008 -0.024
C -0.767 -4.116 -1.924 0.018 0.023 0.046
F -1.279 -5.011 -2.779 -0.013 -0.026 -0.028
C 5.552 0.148 -4.778 0.005 0.001 -0.007
C 5.056 0.085 -3.359 0.011 0.164 0.068
S 3.653 0.991 -2.951 0.072 -0.067 -0.630
C 5.728 -0.599 -2.391 0.013 -0.071 0.057
C 6.998 -1.354 -2.680 0.002 0.012 0.001
S 5.148 -0.597 -0.771 0.238 0.047 -0.007
H 4.894 0.766 -5.386 0.006 0.006 0.001
H 5.584 -0.850 -5.224 -0.001 0.000 0.000
H 6.563 0.562 -4.833 0.001 -0.005 0.002
H 7.750 -0.711 -3.145 0.001 -0.003 0.001
H 6.814 -2.188 -3.363 -0.004 0.000 0.001
H 7.418 -1.762 -1.761 -0.001 0.002 0.000
C -2.218 2.174 3.702 0.007 0.008 -0.005
C -2.223 3.110 2.501 -0.003 -0.027 0.040
N -1.429 2.595 1.390 -0.030 0.042 -0.042
C -0.130 2.983 1.279 0.036 -0.050 0.030
C 0.768 2.481 0.397 0.013 -0.004 0.019
C 2.195 2.995 0.484 -0.256 0.121 0.201
O 2.388 4.004 1.159 0.039 -0.138 -0.044
O 3.096 2.324 -0.121 0.006 0.138 -0.551
C 0.327 1.477 -0.521 0.129 -0.027 0.011
O 1.042 0.840 -1.299 -0.180 -0.123 0.009
C -1.108 1.162 -0.498 -0.016 0.069 -0.063
C -1.602 0.277 -1.453 0.048 -0.051 -0.002
C -2.891 -0.160 -1.358 0.035 -0.046 -0.021
F -3.385 -0.991 -2.303 -0.008 0.017 0.004
C -3.701 0.199 -0.280 -0.022 0.005 0.041
C -3.234 1.129 0.630 0.012 -0.020 0.028
C -1.941 1.656 0.511 0.015 -0.016 0.032
N -4.970 -0.415 -0.053 0.016 -0.016 -0.030
C -5.126 -1.816 -0.430 -0.009 0.004 0.012
C -6.355 -2.368 0.328 0.004 -0.006 0.000
N -6.733 -1.340 1.352 0.057 0.026 -0.019
C -7.255 -0.107 0.678 0.002 0.003 -0.011
C -6.172 0.349 -0.332 -0.018 -0.020 -0.027
H -2.811 2.596 4.514 -0.003 -0.002 -0.003
H -1.199 2.028 4.061 -0.002 -0.003 0.002
H -2.621 1.193 3.447 0.006 -0.005 0.003
H -1.798 4.074 2.774 0.002 0.001 -0.006
H -3.236 3.307 2.146 0.001 0.001 -0.003
H 0.208 3.739 1.977 -0.007 0.005 -0.002
H -0.945 -0.064 -2.244 0.024 -0.030 0.018
H -3.866 1.384 1.471 0.003 0.001 0.001
H -4.227 -2.357 -0.144 0.043 -0.029 0.011
H -5.279 -1.961 -1.501 -0.011 0.006 0.007
H -6.145 -3.306 0.836 0.025 0.009 0.006
H -7.221 -2.499 -0.318 -0.006 -0.018 0.014
H -5.852 -1.060 1.801 -0.028 -0.023 0.052
H -7.381 -1.700 2.049 -0.034 -0.010 -0.032
H -7.445 0.633 1.453 0.021 0.003 0.001
H -8.194 -0.371 0.198 -0.013 0.009 0.022
H -5.967 1.408 -0.203 -0.002 0.000 -0.003
H -6.526 0.197 -1.360 0.000 -0.004 0.003
S 2.882 -0.320 1.651 0.211 0.005 -0.232
C 4.255 0.461 2.251 0.085 0.153 0.085
N 4.723 1.586 1.638 0.593 -0.320 0.467
C 5.867 2.180 1.984 -0.090 -0.045 0.010
C 6.591 1.693 3.034 0.002 -0.039 0.060
C 6.020 0.599 3.704 0.029 0.048 -0.015
N 4.908 0.004 3.349 -0.050 -0.018 0.026
H 4.154 1.961 0.842 -0.020 0.191 -0.126
H 6.150 3.041 1.395 -0.006 0.007 -0.009
H 7.525 2.135 3.340 0.002 0.003 0.013
H 6.510 0.194 4.586 0.010 -0.005 -0.005